# 1
5
Properties=species:S:1:pos:R:3 method="wB97M-V/def2-TZVPD" smiles="O=PBr.Br" orbital_gap_ev=9.4 total_charge=0 homo_ev=-10.5 spin_multiplicity=1 de_lowest_kj_mol=113.5
O -0.96328 -1.33709 0.15829
P -1.71496 -0.53543 -0.70046
Br -1.43329 1.64364 -0.08213
Br 2.22105 -0.54501 0.25792
H 1.89048 0.77389 0.36638



# 2
38
Properties=species:S:1:pos:R:3 method="wB97M-V/def2-TZVPD" orbital_gap_ev="6.1 / 8.0" total_charge=+1 homo_ev="-9.1 / -12.5" spin_multiplicity=5 de_lowest_kj_mol=9.2
Co 2.56543 0.65909 0.05651
C 7.92836 0.69189 0.08704
N 6.61076 1.21531 0.10354
C 5.45466 0.55597 0.33987
N 5.41525 -0.76670 0.57029
O 4.42749 1.29666 0.44537
H 8.60508 1.46675 -0.19698
H 8.06450 -0.17423 -0.61546
H 8.17100 0.29830 1.10123
H 6.44792 2.19245 -0.19868
H 5.93266 -1.38489 -0.06659
H 4.44582 -1.07181 0.74226
N -0.48910 0.84583 -0.13658
C 0.65310 0.87976 0.03486
C -0.73780 -2.10580 -0.97914
N 0.40457 -2.51890 -0.11184
C 0.29925 -3.68953 0.78518
C 1.48386 -1.74447 -0.13345
N 2.53682 -1.19273 -0.13654
H -1.67095 -2.14918 -0.42722
H -0.72071 -2.81264 -1.85014
H -0.61911 -1.05700 -1.30937
H 0.63361 -3.41837 1.76943
H 0.95677 -4.50105 0.47346
H -0.74665 -3.98332 0.79254
C -6.58867 0.53086 -0.41977
C -5.62205 1.72109 -0.49479
C -6.27214 2.94179 0.23153
C -4.34465 1.61366 0.13858
H -6.11087 -0.40739 -0.14965
H -7.10510 0.38088 -1.37456
H -7.40750 0.76383 0.27749
H -5.42303 2.17559 -1.46338
H -6.62680 2.66927 1.22841
H -7.22702 3.28316 -0.21120
H -5.55485 3.76543 0.27982
H -3.41911 1.78795 -0.33786
H -4.35083 1.24250 1.15577